# 1
C10H22NO4 | the ωB97M-V functional and the def2-TZVPD basis

Its largest force on an atom is 0.388 Eh/bohr. For the energy above the lowest of the compared OMol25 structures with the same formula, charge and spin, the calculation gives 292.9 kcal per mole. The calculation puts the HOMO-LUMO gap at 10.2 eV. The calculation puts the HOMO energy at -12.738 eV. As for the SMILES: CCCC[N@@H+]1C[C@H](O)[C@@H](O)[C@H](O)[C@H]1CO.

ORCA input file:
```
! RIJCOSX wB97M-V def2-TZVPD def2/J DEFGRID3
* xyz 1 1
C -4.024 -1.030 0.664
C -3.681 0.271 -0.104
C -2.421 0.219 -0.710
C -1.324 0.047 0.419
N 0.140 0.264 -0.400
C 0.407 -0.837 -1.188
C 1.360 -1.822 -0.297
O 0.591 -2.055 1.151
C 2.833 -0.987 -0.007
O 3.583 -1.297 -0.887
C 2.540 0.554 0.161
O 3.364 1.083 1.191
C 1.139 0.641 0.557
C 0.913 2.320 0.700
O 0.746 2.745 -0.874
H -4.943 -1.019 0.944
H -3.263 -1.150 1.394
H -3.967 -1.836 -0.311
H -3.749 0.921 0.516
H -4.450 0.728 -0.795
H -2.362 -0.636 -1.509
H -2.281 1.181 -1.302
H -1.278 -0.767 0.640
H -1.393 0.991 0.900
H -0.030 1.273 -1.068
H 1.123 -0.878 -2.086
H -0.364 -1.388 -1.348
H 1.524 -2.809 -0.610
H 1.119 -2.875 1.602
H 3.030 -1.325 1.176
H 3.914 -2.246 -1.057
H 2.808 0.849 -0.921
H 4.333 1.043 0.491
H 0.999 0.562 1.519
H 0.186 2.625 1.294
H 1.924 2.883 0.955
H 0.954 3.759 -0.803
*
```


# 2
C10H23AsOS4Tl | the ωB97M-V functional and the def2-TZVPD basis

Its largest force on an atom is 0.030 Eh/bohr. For the energy above the lowest of the compared OMol25 structures with the same formula, charge and spin, the calculation gives 3.7 kcal per mole. The calculation puts the HOMO-LUMO gap at 6.3 eV. The calculation puts the HOMO energy at -3.802 eV.

ORCA input file:
```
! RIJCOSX wB97M-V def2-TZVPD def2/J DEFGRID3
* xyz -1 1
Tl 1.600 0.968 3.188
S -3.155 0.054 3.904
C -1.527 0.371 3.571
S -0.316 -0.166 4.729
S -1.001 1.316 2.180
C 1.581 5.456 -0.819
As 1.004 4.159 0.588
C -0.731 3.928 -0.191
C 1.907 2.541 -0.248
H 1.286 5.024 -1.789
H 2.673 5.687 -0.711
H 1.117 6.385 -0.596
H -0.625 3.759 -1.228
H -1.280 4.865 -0.112
H -1.318 3.142 0.270
H 1.888 2.563 -1.347
H 1.347 1.654 0.131
H 2.963 2.527 0.035
C 0.839 -0.361 -2.509
C 0.325 -1.812 -2.466
C 0.830 -2.620 -1.275
S 0.473 -1.838 0.341
O 1.174 -2.663 1.331
C -1.350 -2.140 0.449
C -1.644 -3.231 1.462
C -1.563 -4.630 0.825
H 0.732 0.140 -3.458
H 1.933 -0.259 -2.427
H 0.421 0.208 -1.697
H 0.551 -2.282 -3.414
H -0.761 -1.788 -2.429
H 1.950 -2.571 -1.263
H 0.506 -3.673 -1.335
H -1.726 -2.366 -0.563
H -1.688 -1.174 0.754
H -2.659 -3.102 1.787
H -0.982 -3.156 2.323
H -2.211 -4.646 -0.033
H -2.027 -5.362 1.493
H -0.538 -4.907 0.547
*
```


# 3
C10H23BBaF4O6 | the ωB97M-V functional and the def2-TZVPD basis

Its largest force on an atom is 0.095 Eh/bohr. For the energy above the lowest of the compared OMol25 structures with the same formula, charge and spin, the calculation gives 204.9 kcal per mole. The calculation puts the HOMO-LUMO gap at 3.1 eV. The calculation puts the HOMO energy at -6.624 eV.

ORCA input file:
```
! RIJCOSX wB97M-V def2-TZVPD def2/J DEFGRID3
* xyz 0 1
Ba 1.308 0.305 -0.376
B 0.231 -3.520 -3.655
F -0.100 -4.629 -4.386
F 0.014 -2.347 -4.361
F -0.485 -3.411 -2.517
F 1.650 -3.507 -3.251
C 1.556 5.445 4.901
C 1.373 4.509 3.719
O 0.266 4.294 3.100
O 2.318 3.830 3.414
H 2.516 5.599 5.393
H 0.982 5.273 5.812
H 1.207 6.445 4.645
C 4.408 -3.200 1.158
O 3.255 -2.760 1.901
C 2.802 -3.642 2.830
C 1.616 -2.939 3.707
O 0.590 -2.424 2.852
C -0.585 -1.975 3.544
H 4.302 -4.086 0.532
H 5.261 -3.477 1.778
H 4.776 -2.427 0.483
H 3.540 -3.888 3.594
H 2.316 -4.523 2.412
H 2.073 -2.053 4.146
H 1.159 -3.462 4.548
H -0.378 -1.177 4.256
H -1.211 -2.745 3.995
H -1.275 -1.470 2.868
C -0.726 2.679 -5.044
O -1.213 2.471 -3.673
C -2.602 2.819 -3.462
C -3.492 1.637 -3.460
O -3.232 0.740 -2.332
C -4.472 -0.035 -2.160
H -0.559 3.753 -5.125
H -1.481 2.318 -5.742
H 0.246 2.213 -5.203
H -2.967 3.542 -4.192
H -2.664 3.220 -2.451
H -3.203 1.074 -4.348
H -4.481 2.065 -3.624
H -5.148 0.640 -1.636
H -4.444 -0.920 -1.525
H -5.042 -0.253 -3.064
*
```


- Among the records above, which one has the lowest largest force on an atom?
  C10H23AsOS4Tl


- Among the records above, which one has the lowest HOMO energy?
  C10H22NO4